# 1
C4H12O3SSi in the gas phase, computed with ωB97M-V with the def2-TZVPD basis set.

Summary:
Relative energy (zero: lowest compared OMol25 entry of this formula, charge and spin) = 0.0 kJ/mol
F_max = 0.1069 hartree/bohr
E_HOMO = -8.496 eV
Frontier orbital gap = 9.2 eV
Molecular weight = 168.3 g/mol

Geometry as ORCA input:
```
! RIJCOSX wB97M-V def2-TZVPD def2/J DEFGRID3
* xyz 0 1
C -2.130 -1.781 -0.505
O -1.044 -1.262 0.240
Si -0.255 0.141 0.161
C 0.634 0.262 1.886
O 1.787 1.068 1.807
O -1.325 1.303 -0.256
C -1.063 2.624 -0.749
S 1.474 0.172 -1.362
C 2.237 -1.446 -0.985
H -2.691 -1.004 -1.036
H -2.938 -2.276 0.118
H -1.766 -2.436 -1.273
H -0.113 0.742 2.559
H 0.721 -0.750 2.168
H 2.125 1.270 2.690
H -0.001 2.588 -1.152
H -1.157 3.266 0.070
H -1.754 2.734 -1.449
H 1.572 -2.219 -1.315
H 2.542 -1.477 -0.004
H 3.146 -1.520 -1.613
*
```

***

# 2
4 unconnected molecules or ions with the total composition C4H12O4, computed with ωB97M-V with the def2-TZVPD basis set.

Summary:
Relative energy (zero: lowest compared OMol25 entry of this formula, charge and spin) = 179.7 kJ/mol
F_max = 0.0293 hartree/bohr
E_HOMO = -8.949 eV
Frontier orbital gap = 9.5 eV
Molecular weight = 124.1 g/mol

Geometry as ORCA input:
```
! RIJCOSX wB97M-V def2-TZVPD def2/J DEFGRID3
* xyz 0 1
C 1.854 -1.018 -0.937
C 1.104 -0.927 0.145
C 0.971 0.208 1.051
C 1.906 1.131 1.284
O -0.225 0.169 1.711
H 2.356 -0.166 -1.389
H 1.810 -1.845 -1.628
H 0.595 -1.813 0.501
H 1.706 1.933 1.989
H 2.829 1.125 0.732
H -0.275 0.908 2.329
O -1.323 0.848 -1.731
H -1.284 -0.021 -2.144
H -0.952 1.481 -2.348
O -2.591 1.676 1.157
H -1.960 1.161 0.638
H -2.598 2.528 0.706
O -1.597 -2.567 -0.888
H -1.593 -1.815 -0.290
H -0.733 -2.997 -0.887
*
```

***

# 3
3 unconnected molecules or ions with the total composition C4H12O4, computed with ωB97M-V with the def2-TZVPD basis set.

Summary:
Relative energy (zero: lowest compared OMol25 entry of this formula, charge and spin) = 58.6 kJ/mol
F_max = 0.0495 hartree/bohr
E_HOMO = -10.503 eV
Frontier orbital gap = 11.1 eV
Molecular weight = 124.1 g/mol

Geometry as ORCA input:
```
! RIJCOSX wB97M-V def2-TZVPD def2/J DEFGRID3
* xyz 0 1
C -0.118 1.534 -1.580
C 0.595 0.232 -1.269
C 1.025 0.298 0.217
C 1.678 -0.972 0.704
O 0.978 -1.869 1.104
O 2.945 -1.188 0.253
H -1.083 1.559 -1.071
H -0.442 1.443 -2.566
H 0.483 2.473 -1.571
H 1.384 0.114 -1.963
H -0.034 -0.706 -1.468
H 1.455 1.227 0.530
H 0.026 0.409 0.727
H 3.419 -0.434 -0.158
O -1.780 -1.815 1.642
H -0.949 -2.226 1.424
H -2.428 -2.092 0.943
O -2.327 0.715 0.996
H -2.879 1.268 1.521
H -1.947 0.031 1.582
*
```

***

# 4
A molecular structure, C4H12O8SZn, computed with ωB97M-V with the def2-TZVPD basis set.

Summary:
F_max = 0.0477 hartree/bohr
E_HOMO = -7.549 eV
Frontier orbital gap = 6.9 eV
Molecular weight = 285.6 g/mol

Geometry as ORCA input:
```
! RIJCOSX wB97M-V def2-TZVPD def2/J DEFGRID3
* xyz 0 1
Zn 0.185 -0.195 0.349
S -0.084 -2.405 1.802
O -1.076 -2.682 2.795
O 0.810 -3.527 1.540
O -0.660 -1.975 0.457
O 0.696 -1.149 2.061
C 0.359 -1.012 -2.315
C 1.846 -0.817 -2.006
O 1.977 -0.636 -0.610
O -0.431 -0.031 -1.583
H 0.074 -2.026 -2.023
H 0.076 -0.912 -3.365
H 2.223 0.035 -2.587
H 2.438 -1.667 -2.348
H 2.673 -1.149 -0.184
H -1.200 0.181 -2.112
C -1.614 1.907 1.501
C -0.601 2.626 0.631
O 0.592 1.801 0.586
O -1.685 0.500 1.246
H -2.598 2.348 1.313
H -1.392 2.057 2.561
H -0.399 3.621 1.013
H -0.982 2.661 -0.394
H 1.320 2.276 0.170
H -2.550 0.170 1.501
*
```

***

# 5
C4H12OP2 in the gas phase, computed with ωB97M-V with the def2-TZVPD basis set.

Summary:
Relative energy (zero: lowest compared OMol25 entry of this formula, charge and spin) = 104.7 kJ/mol
F_max = 0.1038 hartree/bohr
E_HOMO = -9.400 eV
Frontier orbital gap = 10.2 eV
Molecular weight = 138.1 g/mol

Geometry as ORCA input:
```
! RIJCOSX wB97M-V def2-TZVPD def2/J DEFGRID3
* xyz 0 1
C -2.257 0.437 1.083
C -1.077 -0.251 0.533
P 0.141 0.926 -0.191
O 0.346 2.218 0.575
P -0.796 1.195 -2.184
C 1.696 -0.130 -0.449
C 1.939 -1.261 0.430
H -1.899 1.264 1.645
H -3.008 0.928 0.415
H -2.847 -0.126 1.620
H -1.124 -1.143 0.009
H -0.547 -0.432 1.534
H -1.104 -0.085 -2.305
H 0.543 1.176 -2.829
H 1.541 -0.636 -1.452
H 2.435 0.599 -0.656
H 1.665 -0.987 1.465
H 1.375 -2.172 0.233
H 2.976 -1.520 0.525
*
```

***

# 6
2 unconnected molecules or ions with the total composition C4H12OP2, computed with ωB97M-V with the def2-TZVPD basis set.

Summary:
Relative energy (zero: lowest compared OMol25 entry of this formula, charge and spin) = 564.1 kJ/mol
F_max = 0.0907 hartree/bohr
E_HOMO (spin up / spin down) = -6.997 / -8.157 eV
Frontier orbital gap (spin up / spin down) = 5.9 / 8.6 eV
Molecular weight = 138.1 g/mol

Geometry as ORCA input:
```
! RIJCOSX wB97M-V def2-TZVPD def2/J DEFGRID3
* xyz 0 1
C -2.443 -0.147 1.404
C 0.778 -0.537 -1.602
C -1.530 -0.044 0.150
C 0.818 -0.695 -0.132
O -0.309 -0.569 0.674
P 2.471 -0.625 0.682
P 1.837 2.330 -0.081
H -3.583 -0.105 1.073
H -2.335 -0.955 2.050
H -2.412 0.628 2.139
H -0.115 -0.215 -2.047
H 0.807 -1.505 -2.023
H 1.505 0.025 -2.091
H -1.234 0.910 -0.244
H -2.076 -0.640 -0.745
H 2.024 -0.124 1.858
H 2.559 -2.076 1.153
H 0.783 2.508 -0.868
H 2.454 1.835 -1.351
*
```

***

# 7
2 unconnected molecules or ions with the total composition C4H12OS, computed with ωB97M-V with the def2-TZVPD basis set.

Summary:
Relative energy (zero: lowest compared OMol25 entry of this formula, charge and spin) = 45.8 kJ/mol
F_max = 0.0377 hartree/bohr
E_HOMO = -8.881 eV
Frontier orbital gap = 9.8 eV
Molecular weight = 108.2 g/mol

Geometry as ORCA input:
```
! RIJCOSX wB97M-V def2-TZVPD def2/J DEFGRID3
* xyz 0 1
C 0.000 0.000 0.000
C 1.409 -0.607 -0.150
S 1.527 -2.287 0.581
C 3.206 -2.606 -0.075
C 3.878 -3.727 0.646
H -0.081 1.059 -0.298
H -0.405 -0.111 1.020
H -0.612 -0.607 -0.689
H 1.751 -0.556 -1.201
H 2.083 0.030 0.455
H 3.223 -2.744 -1.174
H 3.810 -1.709 0.161
H 4.917 -4.008 0.403
H 3.217 -4.574 0.396
H 3.810 -3.536 1.730
O -0.740 -4.819 -0.891
H -0.218 -4.212 -0.319
H -1.172 -5.441 -0.263
*
```

***

# 8
2 unconnected molecules or ions with the total composition C4H12OS2, computed with ωB97M-V with the def2-TZVPD basis set.

Summary:
Relative energy (zero: lowest compared OMol25 entry of this formula, charge and spin) = 131.7 kJ/mol
F_max = 0.0704 hartree/bohr
E_HOMO = -8.714 eV
Frontier orbital gap = 8.7 eV
Molecular weight = 140.3 g/mol

Geometry as ORCA input:
```
! RIJCOSX wB97M-V def2-TZVPD def2/J DEFGRID3
* xyz 0 1
C 0.534 2.480 0.168
C -0.761 1.982 -0.340
C -1.102 0.647 0.479
S 0.125 -0.655 0.308
S 0.856 -0.340 -1.774
C 0.368 -1.936 -2.388
H 0.518 2.399 1.224
H 0.883 3.478 -0.184
H 1.311 1.717 -0.121
H -0.910 1.726 -1.439
H -1.562 2.778 -0.066
H -2.089 0.284 0.221
H -1.093 0.975 1.561
H 1.322 -2.628 -2.378
H -0.060 -1.881 -3.420
H -0.410 -2.601 -1.886
O -0.770 -0.899 4.369
H -0.091 -1.143 3.657
H -1.594 -1.036 3.834
*
```

***

# 9
2 unconnected molecules or ions with the total composition C4H12OS2, computed with ωB97M-V with the def2-TZVPD basis set.

Summary:
Relative energy (zero: lowest compared OMol25 entry of this formula, charge and spin) = 33.2 kJ/mol
F_max = 0.0282 hartree/bohr
E_HOMO = -8.583 eV
Frontier orbital gap = 9.2 eV
Molecular weight = 140.3 g/mol

Geometry as ORCA input:
```
! RIJCOSX wB97M-V def2-TZVPD def2/J DEFGRID3
* xyz 0 1
C 1.400 0.351 -1.081
C 1.458 -0.330 0.307
S 0.935 0.844 1.608
S -1.079 0.480 1.834
C -1.895 1.696 0.708
C -3.008 1.048 -0.123
H 1.648 -0.368 -1.864
H 0.395 0.733 -1.259
H 2.053 1.213 -1.042
H 0.905 -1.252 0.279
H 2.492 -0.495 0.599
H -1.199 2.208 0.066
H -2.286 2.408 1.443
H -3.990 1.254 0.282
H -3.002 1.499 -1.112
H -2.850 -0.021 -0.229
O 2.447 -3.457 -0.048
H 3.377 -3.414 -0.283
H 2.200 -4.396 -0.086
*
```

***

# 10
C4H12P2S in the gas phase, computed with ωB97M-V with the def2-TZVPD basis set.

Summary:
Relative energy (zero: lowest compared OMol25 entry of this formula, charge and spin) = 0.0 kJ/mol
F_max = 0.0883 hartree/bohr
E_HOMO = -7.994 eV
Frontier orbital gap = 8.8 eV
Molecular weight = 154.2 g/mol

Geometry as ORCA input:
```
! RIJCOSX wB97M-V def2-TZVPD def2/J DEFGRID3
* xyz 0 1
C -1.194 1.570 -1.100
P -1.272 -0.048 -0.062
C -1.663 0.746 1.622
P 0.985 -0.332 0.061
C 1.378 -0.608 -1.678
C 1.093 -2.000 0.968
S 1.843 1.262 1.049
H -2.194 2.050 -1.323
H -0.627 1.458 -1.948
H -0.805 2.439 -0.462
H -0.967 1.586 1.743
H -1.525 -0.135 2.380
H -2.745 1.004 1.600
H 1.934 -1.542 -1.792
H 0.474 -0.629 -2.223
H 1.942 0.169 -2.129
H 0.035 -2.383 1.132
H 1.586 -2.665 0.279
H 1.722 -1.943 1.883
*
```

***

What is the F_max in the eighth record?
0.0704 hartree/bohr

***

Please write out number 1 again, unchanged.
C4H12O3SSi in the gas phase, computed with ωB97M-V with the def2-TZVPD basis set.

Summary:
Relative energy (zero: lowest compared OMol25 entry of this formula, charge and spin) = 0.0 kJ/mol
F_max = 0.1069 hartree/bohr
E_HOMO = -8.496 eV
Frontier orbital gap = 9.2 eV
Molecular weight = 168.3 g/mol

Geometry as ORCA input:
```
! RIJCOSX wB97M-V def2-TZVPD def2/J DEFGRID3
* xyz 0 1
C -2.130 -1.781 -0.505
O -1.044 -1.262 0.240
Si -0.255 0.141 0.161
C 0.634 0.262 1.886
O 1.787 1.068 1.807
O -1.325 1.303 -0.256
C -1.063 2.624 -0.749
S 1.474 0.172 -1.362
C 2.237 -1.446 -0.985
H -2.691 -1.004 -1.036
H -2.938 -2.276 0.118
H -1.766 -2.436 -1.273
H -0.113 0.742 2.559
H 0.721 -0.750 2.168
H 2.125 1.270 2.690
H -0.001 2.588 -1.152
H -1.157 3.266 0.070
H -1.754 2.734 -1.449
H 1.572 -2.219 -1.315
H 2.542 -1.477 -0.004
H 3.146 -1.520 -1.613
*
```

***

The highest molecular weight belongs to which entry?
C4H12O8SZn

***

Which of these has the highest F_max?
C4H12O3SSi